This record from OMol25 describes a 2-piece molecular cluster, C9H13O2PS2 overall at a distorted geometry. The level of theory is ωB97M-V/def2-TZVPD.

```
27
Properties=species:S:1:pos:R:3:nbo_charge:R:1
S -1.503 1.801 0.978 -0.70
S 2.729 -0.872 -2.204 0.40
P -0.354 1.007 -0.436 1.30
O 0.678 2.272 -0.903 -0.83
O -1.325 1.026 -1.775 -0.87
C 1.554 -1.960 1.226 -0.21
C 0.653 -1.469 2.083 -0.09
C -0.843 -1.541 1.954 -0.54
C -0.409 -2.303 -0.370 -0.17
C -1.242 -1.936 0.602 -0.14
C -2.335 2.125 -1.952 -0.28
C 1.563 2.907 -0.100 -0.25
C 1.752 -1.383 -1.140 0.02
C 1.152 -2.240 -0.218 -0.48
H -1.117 -2.223 2.783 0.24
H 1.711 3.963 -0.607 0.18
H 1.601 -3.187 -0.632 0.27
H -2.697 2.209 -0.910 0.22
H 2.624 -1.828 1.297 0.21
H -1.179 -0.469 2.252 0.30
H 1.319 3.076 1.046 0.19
H 0.835 -1.443 3.153 0.22
H -1.814 3.032 -2.233 0.19
H 2.613 2.380 -0.155 0.15
H -0.665 -2.598 -1.439 0.23
H -2.374 -1.855 0.426 0.24
H -2.929 1.509 -2.726 0.21
```

Computed properties:
E_tot, Ha: -1638.7570
Molar mass, u: 248.31
LUMO energy (spin up / spin down), eV: -1.388 / -2.004
Energy above the lowest of the compared OMol25 structures with the same formula, charge and spin, eV: 3.136
Multiplicity: 1
HOMO-LUMO gap (spin up / spin down), Ha: 0.223 / 0.177

=====

This record from OMol25 describes C26H30O7 as an isolated structure at a distorted geometry. The level of theory is ωB97M-V/def2-TZVPD.

```
63
Properties=species:S:1:pos:R:3:nbo_charge:R:1
O 4.186 -2.629 -0.590 -0.50
O -5.004 -2.669 0.468 -0.51
O -5.830 2.743 -0.794 -0.50
O 7.281 0.913 0.190 -0.51
O -7.601 1.235 0.185 -0.52
O -0.371 -2.178 -1.246 -0.61
O 4.926 2.795 -0.048 -0.53
C 3.579 0.896 -0.078 -0.18
C 5.174 -3.450 -0.389 -0.17
C 5.980 0.523 0.071 0.23
C -0.356 -1.137 -0.343 0.39
C 4.482 -1.253 -0.228 0.32
C 2.096 -0.894 -0.496 -0.11
C 8.416 0.397 0.153 -0.21
C 5.893 -0.679 -0.238 -0.29
C -4.975 -1.262 0.042 0.38
C 4.960 1.296 0.003 0.25
C -1.543 0.126 1.389 -0.36
C -4.064 -0.603 -0.516 -0.33
C 0.966 -0.876 0.018 0.00
C -2.739 -1.123 -0.690 0.01
C -4.326 0.606 -0.531 -0.12
C -5.506 1.278 -0.502 0.23
C 3.396 -0.448 -0.461 -0.14
C -6.313 -0.744 0.206 -0.31
C -4.612 3.508 -1.376 -0.26
C -4.067 -3.540 0.207 -0.21
C 0.831 0.241 1.350 -0.48
C -8.800 0.702 0.756 -0.20
C -1.552 -0.799 0.063 -0.12
C -6.524 0.445 -0.217 0.31
C 6.180 3.574 -0.141 -0.24
C -0.499 1.218 1.342 -0.38
H 8.406 -0.319 -0.662 0.16
H 0.839 -0.549 2.263 0.19
H -9.197 -0.212 -0.065 0.13
H 6.641 3.457 -1.080 0.17
H 5.976 -3.163 -1.614 0.06
H -1.750 -0.421 2.188 0.21
H 2.003 -1.720 -1.040 0.24
H -5.032 4.496 -1.539 0.21
H -9.674 1.274 0.501 0.21
H 5.788 -3.516 0.571 0.18
H -8.646 0.313 1.577 0.15
H -7.028 -1.331 0.901 0.25
H 6.713 -1.436 -0.170 0.25
H -4.332 -4.500 0.675 0.20
H -3.357 1.366 -1.183 0.18
H 5.818 4.516 -0.193 0.19
H -2.406 -2.013 -1.355 0.29
H 1.915 0.720 1.436 0.22
H 2.862 1.638 -0.434 0.24
H 9.279 0.838 0.414 0.20
H -4.183 2.990 -2.178 0.18
H -0.391 1.551 0.363 0.20
H 8.337 -0.389 0.945 0.13
H -2.674 0.873 1.432 0.18
H 4.822 -4.402 -0.648 0.19
H -3.632 3.587 -0.702 0.18
H -4.005 -3.669 -1.026 0.12
H 6.857 3.262 0.615 0.19
H -0.525 1.829 2.030 0.19
H -3.086 -3.279 0.417 0.17
```

Computed properties:
E_tot, Ha: -1534.5053
Molar mass, u: 454.52
LUMO energy, eV: -1.118
Energy above the lowest of the compared OMol25 structures with the same formula, charge and spin, eV: 22.635
Multiplicity: 1
HOMO-LUMO gap, Ha: 0.258

=====

This record from OMol25 describes one molecule with the formula C3H11NO2Si at a distorted geometry. The level of theory is ωB97M-V/def2-TZVPD.

```
18
Properties=species:S:1:pos:R:3:nbo_charge:R:1
Si -0.352 0.018 0.114 1.85
O 0.876 -1.112 0.304 -0.89
O 2.570 0.466 -0.562 -0.25
N 2.362 -0.696 -0.135 -0.24
C -1.712 -1.240 0.171 -1.13
C -0.304 0.775 -1.593 -1.17
C -0.400 1.233 1.585 -1.13
H 2.847 -1.110 0.609 0.39
H -0.679 0.174 -2.488 0.25
H -0.825 1.783 -1.471 0.24
H -2.067 -1.300 1.162 0.23
H 0.829 0.872 -1.775 0.26
H 2.427 -1.519 -0.753 0.41
H -0.319 1.110 2.641 0.25
H -1.460 1.581 1.476 0.23
H 0.244 2.105 1.365 0.24
H -1.455 -2.181 -0.296 0.24
H -2.582 -0.960 -0.353 0.22
```

Computed properties:
E_tot, Ha: -615.3546
Molar mass, u: 121.21
LUMO energy (spin up / spin down), eV: 0.732 / -2.990
Energy above the lowest of the compared OMol25 structures with the same formula, charge and spin, eV: 4.879
Multiplicity: 3
HOMO-LUMO gap (spin up / spin down), Ha: 0.224 / 0.232

=====

This record from OMol25 describes an isolated ion of composition C4H10N2O and charge +1 at a distorted geometry. The level of theory is ωB97M-V/def2-TZVPD.

```
17
Properties=species:S:1:pos:R:3:nbo_charge:R:1
O -1.527 1.991 -1.498 -0.29
N -1.705 -0.598 0.829 -0.54
N 2.328 -1.091 -0.241 -0.83
C 0.335 0.298 -0.441 -0.38
C -1.015 0.497 0.293 -0.14
C -1.938 1.134 -0.796 0.45
C 1.381 -0.263 0.527 -0.23
H 0.620 1.238 -0.939 0.26
H -1.541 -0.943 1.765 0.43
H 2.693 -0.558 -1.025 0.36
H -1.758 -1.397 0.201 0.40
H 3.079 -1.422 0.349 0.38
H -2.965 0.780 -0.963 0.23
H 1.858 0.521 1.131 0.21
H -0.873 1.295 1.038 0.27
H 0.835 -1.069 1.019 0.19
H 0.193 -0.412 -1.248 0.24
```

Computed properties:
E_tot, Ha: -342.7922
Molar mass, u: 102.14
LUMO energy (spin up / spin down), eV: -4.557 / -9.032
Energy above the lowest of the compared OMol25 structures with the same formula, charge and spin, eV: 2.079
Net charge: +1
Multiplicity: 2
HOMO-LUMO gap (spin up / spin down), Ha: 0.321 / 0.155

=====

This record from OMol25 describes a 2-piece molecular cluster, C4H8N2S overall at a distorted geometry. The level of theory is ωB97M-V/def2-TZVPD.

```
15
Properties=species:S:1:pos:R:3:nbo_charge:R:1
S -1.536 -1.758 0.338 0.20
N -2.479 0.684 -2.192 -0.29
N -2.024 1.002 1.863 -0.62
C 0.426 0.095 -0.040 -0.41
C 1.306 -0.425 -1.183 -0.62
C -1.002 -0.356 -0.435 -0.25
C -1.795 0.313 -1.367 0.19
H -2.506 1.646 1.218 0.31
H 0.972 -1.358 -1.679 0.21
H 2.299 -0.618 -0.902 0.22
H 1.049 0.245 -1.949 0.22
H 0.633 -0.184 0.927 0.21
H 0.438 1.134 -0.048 0.21
H -1.402 1.520 2.425 0.29
H -0.281 -2.079 0.788 0.13
```

Computed properties:
E_tot, Ha: -664.7461
Molar mass, u: 116.19
LUMO energy (spin up / spin down), eV: -0.612 / -0.872
Energy above the lowest of the compared OMol25 structures with the same formula, charge and spin, eV: 5.080
Multiplicity: 1
HOMO-LUMO gap (spin up / spin down), Ha: 0.349 / 0.251

=====

This record from OMol25 describes C21H23BN8OPd as an isolated structure. The level of theory is ωB97M-V/def2-TZVPD.

```
55
Properties=species:S:1:pos:R:3:nbo_charge:R:1
Pd -0.508 0.330 -0.390 1.04
O 1.732 1.666 -0.362 -0.58
N -0.287 1.020 -3.447 -0.26
N 3.891 -0.816 0.780 -0.40
N 1.716 -0.538 0.257 -0.64
N -0.786 0.460 1.732 -0.48
N -1.447 2.779 -1.919 -0.30
N -1.932 2.023 -0.904 -0.32
N -0.087 0.123 -2.471 -0.34
N 2.394 -2.634 0.997 -0.78
C -3.039 -3.297 -0.602 -0.20
C 5.120 -1.470 1.166 -0.41
C -0.273 1.398 2.528 0.06
C -1.793 -1.286 -0.079 -0.23
C -2.043 -1.529 1.281 -0.09
C 3.807 0.564 0.328 -0.32
C 2.317 0.678 0.015 0.66
C -1.524 -0.531 2.250 0.21
C -2.757 -2.656 1.692 -0.21
C -2.247 2.868 0.078 -0.04
C -1.247 0.410 4.445 -0.15
C -1.486 4.073 -1.580 0.00
C -1.776 -0.564 3.621 -0.24
C 2.660 -1.348 0.699 0.65
C -1.995 4.187 -0.298 -0.37
C -3.251 -3.542 0.751 -0.25
C 0.659 -0.858 -2.982 -0.06
C -2.314 -2.184 -1.009 -0.27
C -0.467 1.414 3.896 -0.28
C 0.947 -0.598 -4.322 -0.37
C 0.320 0.612 -4.568 -0.02
B -1.269 2.252 -3.374 0.19
H -0.032 2.192 4.507 0.22
H -2.158 -2.014 -2.069 0.22
H -2.159 5.088 0.268 0.22
H -3.803 -4.417 1.070 0.21
H -1.159 4.831 -2.271 0.22
H -2.932 -2.851 2.745 0.19
H 5.419 -1.207 2.183 0.20
H -1.448 0.394 5.509 0.22
H 2.992 -3.129 1.635 0.40
H -2.659 2.487 1.000 0.21
H 4.410 0.738 -0.565 0.23
H -0.776 3.146 -4.025 -0.06
H 1.526 -1.193 -5.007 0.22
H 4.106 1.275 1.099 0.23
H -2.350 1.901 -3.799 -0.05
H -3.441 -3.982 -1.341 0.21
H -2.398 -1.347 4.030 0.22
H 0.938 -1.697 -2.364 0.21
H 1.410 -2.851 1.048 0.43
H 5.010 -2.551 1.098 0.21
H 0.244 1.192 -5.473 0.22
H 0.305 2.168 2.029 0.22
H 5.918 -1.179 0.484 0.22
```

Computed properties:
E_tot, Ha: -1480.0794
Molar mass, u: 520.70
LUMO energy (spin up / spin down), eV: 0.011 / 0.010
Energy above the lowest of the compared OMol25 structures with the same formula, charge and spin, eV: 0.000
Multiplicity: 3
HOMO-LUMO gap (spin up / spin down), Ha: 0.226 / 0.293